Entry 1:
{"formula": "C2ClFO2S", "method": "ωB97M-V with the def2-TZVPD basis set", "total_energy_ha": -1184.81285, "smiles": "O=S(=O)(F)C#CCl", "homo_lumo_gap_ev": 11.171, "symbols": ["C", "C", "O", "O", "F", "S", "Cl"], "xyz": [[-0.577799, 0.229100, 0.360697], [-1.765700, 0.229640, 0.211587], [1.066135, -0.845990, -1.303632], [1.906084, -0.774400, 1.095088], [1.521117, 1.361410, -0.286713], [1.173210, -0.230453, -0.012288], [-3.323050, 0.030692, -0.064736]], "forces_ev_per_angstrom": [[2.8249, -1.0064, -0.0398], [1.0640, -0.2938, 0.0659], [0.8621, 0.4615, 1.3779], [-0.8198, 1.1870, -1.4743], [0.4558, -2.2875, 0.5990], [-2.9954, 1.8091, -0.4483], [-1.3916, 0.1301, -0.0805]], "mulliken_charge": [-0.7322, 0.9008, -0.4574, -0.4613, -0.2218, 1.1297, -0.1578]}


Entry 2:
{"formula": "C4H7NO2S", "method": "ωB97M-V with the def2-TZVPD basis set", "total_energy_ha": -759.91864, "homo_lumo_gap_ev": 6.406, "symbols": ["O", "C", "N", "C", "O", "C", "C", "S", "H", "H", "H", "H", "H", "H", "H"], "xyz": [[0.874820, 1.914416, -0.309200], [0.750297, 0.736359, -0.092659], [1.832334, -0.103316, -0.311768], [1.796633, -1.479502, -0.374174], [2.733845, -2.140451, -0.738070], [-0.519094, 0.145997, 0.491051], [-1.671761, 1.151567, 0.459761], [-2.160306, -1.854700, -1.056040], [2.604238, 0.333916, -0.797065], [0.835999, -1.962866, -0.159158], [-0.782229, -0.688119, -0.184207], [-0.346357, -0.130567, 1.526446], [-2.472652, 0.685041, 1.042258], [-1.510457, 2.040643, 1.069911], [-1.965314, 1.351581, -0.567089]], "forces_ev_per_angstrom": [[-0.2216, 0.0986, -0.0061], [0.4642, 0.2065, 0.0665], [-0.4036, -0.1592, -0.2244], [0.1143, -0.7030, -0.5374], [0.1519, 0.1906, 0.1248], [-0.4315, 1.6966, -0.0930], [-0.3078, -0.6047, 0.9379], [0.4762, 0.3730, 0.3657], [0.2145, 0.0496, 0.2058], [-0.0637, 0.2166, 0.3407], [-0.2678, -0.9529, -0.0816], [0.1222, -0.7411, -0.0972], [-0.3136, -0.1727, -0.6373], [0.6265, 0.2032, -0.5725], [-0.1601, 0.2990, 0.2082]], "mulliken_charge": [-0.5632, 0.5411, -0.0979, 0.0602, -0.5056, 0.3603, -1.2549, -0.0339, 0.2842, 0.3193, -0.6274, 0.3780, 0.3892, 0.3648, 0.3857]}


Entry 3:
{"formula": "C10H16", "method": "ωB97M-V with the def2-TZVPD basis set", "total_energy_ha": -390.29841, "s_squared": 0.768, "charge": 1, "homo_lumo_gap_ev": [10.231, 6.541], "spin_multiplicity": 2, "symbols": ["C", "C", "C", "C", "C", "C", "C", "C", "H", "H", "H", "H", "H", "H", "H", "H", "H", "H", "C", "C", "H", "H", "H", "H", "H", "H"], "xyz": [[1.253997, -2.473887, -0.131723], [2.699420, -3.057902, -0.050190], [1.105654, -1.028650, 0.096132], [1.566119, -0.440652, 1.323087], [0.495073, -0.218490, -0.904922], [1.382212, 0.881791, 1.538847], [0.594225, 1.133126, -0.791201], [0.931681, 1.700883, 0.454410], [0.772541, -2.749891, -1.066904], [0.749506, -2.972887, 0.701259], [2.799483, -3.775066, 0.754088], [1.929993, -1.080359, 2.108039], [-0.053531, -0.639251, -1.738626], [1.556573, 1.427305, 2.456925], [0.217045, 1.755346, -1.587330], [0.988737, 2.764717, 0.615583], [3.414018, -2.235317, 0.031471], [3.011428, -3.525167, -0.977357], [-3.586313, 1.925327, -0.973875], [-2.765325, 1.707236, 0.286541], [-2.957972, 2.291802, -1.757323], [-4.003627, 1.003049, -1.382975], [-4.417951, 2.609781, -0.883275], [-2.169765, 2.599012, 0.518056], [-2.155050, 0.808762, 0.166887], [-3.358160, 1.589390, 1.194376]], "forces_ev_per_angstrom": [[0.0875, -0.6148, 0.0014], [0.3748, 0.9458, -0.4062], [0.1946, -0.3930, -0.0494], [-0.4767, -0.0067, 0.1867], [0.1447, 0.3616, 0.1359], [-0.3447, 0.8749, -0.5339], [-0.9708, 0.2906, 0.0729], [1.1025, -0.4983, 0.1659], [-0.0841, -0.0901, 0.0991], [-0.4670, 0.0272, -0.0350], [0.1275, 0.0912, 0.1220], [0.2395, -0.1996, 0.0450], [0.4297, -0.2714, -0.0801], [0.2851, -0.5069, 0.2018], [0.0624, 0.1941, -0.0483], [-0.3910, 0.2329, -0.2130], [0.0846, -0.1629, 0.4996], [-0.4023, -0.2686, -0.1895], [-0.3043, -0.5607, -0.1310], [-0.3028, 0.2929, 0.3631], [0.4771, 0.4381, -0.5804], [-0.0376, -0.1287, 0.3071], [-0.0771, 0.2808, 0.3014], [0.2907, -0.2495, -0.2482], [0.2080, 0.2153, 0.1819], [-0.2503, -0.2944, -0.1687]], "mulliken_charge": [-0.6156, -1.0996, 0.7159, -0.2457, -0.1982, -0.5693, -0.7572, -0.1650, 0.3721, 0.3470, 0.2905, 0.4509, 0.3907, 0.4504, 0.4033, 0.4595, 0.3862, 0.3549, -1.0362, -0.4827, 0.2794, 0.3040, 0.3357, 0.1873, 0.0636, 0.3781]}


Entry 4:
{"formula": "C25H31N7O3", "method": "ωB97M-V with the def2-TZVPD basis set", "total_energy_ha": -1579.36510, "homo_lumo_gap_ev": 8.160, "symbols": ["C", "H", "O", "C", "C", "N", "C", "N", "N", "N", "C", "N", "C", "C", "C", "C", "C", "C", "C", "C", "C", "N", "C", "O", "H", "H", "H", "O", "C", "H", "H", "H", "H", "H", "H", "H", "C", "C", "C", "C", "C", "N", "C", "H", "H", "H", "H", "H", "H", "H", "C", "C", "H", "H", "H", "C", "H", "H", "H", "H", "H", "H", "H", "H", "H", "H"], "xyz": [[2.528494, 0.501264, -4.517737], [3.155466, -0.228805, -4.617872], [1.151606, -0.149376, -4.222873], [0.051475, 0.742844, -4.440229], [-0.318857, 1.660166, -3.291584], [-0.765872, 0.769355, -2.269528], [-0.738927, 0.972340, -0.965394], [-1.756153, -0.110898, -0.366395], [-2.058603, -0.899832, -1.412971], [-1.517804, -0.325535, -2.459810], [-0.269625, 1.842118, 0.020440], [0.061135, 1.500686, 1.240103], [1.316143, 1.088056, 1.189952], [1.430668, -0.390433, 0.564850], [0.849442, -1.522409, 0.962296], [0.887237, -2.663387, 0.087077], [0.331378, -3.724577, 0.576332], [0.109304, -4.896316, -0.278091], [0.158103, -4.770207, -1.460529], [0.818424, -3.603836, -2.083269], [0.889012, -2.527732, -1.275024], [1.625524, -1.445242, -1.716075], [1.765299, -0.297220, -0.855042], [2.337598, 0.750631, -1.443180], [1.308264, -1.333250, -2.621943], [0.829784, -3.387449, -3.080201], [0.009582, -5.420293, -2.360584], [-0.467500, -6.258194, 0.267195], [-0.578478, -6.400859, 1.427571], [-1.398593, -5.652348, 1.893959], [-1.115405, -7.495890, 1.629563], [0.085031, -6.300635, 2.060992], [0.136656, -3.980836, 1.755479], [0.757729, -1.536396, 1.952432], [2.193938, 1.637533, 0.805883], [1.705472, 0.600691, 2.496757], [-1.025790, 1.039243, 2.137110], [-0.232381, 1.205455, 3.611008], [-0.757740, 0.171553, 4.524904], [-0.345439, 0.261308, 5.836043], [0.299260, 1.747687, 6.218096], [0.674374, 2.450421, 5.265003], [0.147621, 2.347257, 3.944598], [0.387625, 3.251505, 3.234451], [0.361453, 1.727671, 7.160449], [-0.683953, -0.177765, 6.672046], [-1.210976, -0.567053, 4.199612], [-1.777663, 1.741655, 1.959937], [-1.116763, -0.088019, 1.966106], [0.675880, 2.201122, -0.654635], [-1.271636, 3.256922, 0.086745], [-0.648612, 4.448978, -0.644579], [0.276709, 4.741383, -0.111865], [-1.119978, 5.469942, -0.543237], [-0.402176, 4.406929, -1.691687], [-2.434396, 2.998472, -0.365662], [-3.323649, 3.938401, -0.335468], [-2.578928, 2.816791, -1.606601], [-3.075472, 2.117237, 0.090871], [-1.005584, 3.653894, 1.235507], [0.690085, 1.961458, -2.780372], [-0.713290, 2.411820, -3.402596], [-0.847264, 0.055163, -4.598712], [0.315317, 1.318041, -5.435143], [2.470608, 1.234390, -5.481007], [2.765811, 1.114410, -3.683469]], "forces_ev_per_angstrom": [[-6.3140, 4.8912, -1.1183], [3.5836, -4.3335, -0.7888], [1.6634, 1.7228, -0.6106], [-0.1771, -0.2739, -3.3232], [12.1545, -14.1547, 2.9389], [-2.3565, -0.6967, 4.5146], [-6.5336, -6.3178, 2.2601], [3.3532, 1.6604, -2.2833], [2.5045, 4.7188, 0.1870], [-1.4229, -2.6517, -3.8508], [0.5090, 8.0123, -6.6215], [-1.9244, 0.8041, 2.7611], [6.2952, -7.7402, 5.6902], [-0.5472, 2.7870, -2.2187], [3.3149, 1.3099, -3.0080], [-2.3807, 2.5610, 1.9904], [-1.7400, -8.1612, 4.5279], [-2.5692, -2.3190, 14.3754], [2.8848, 1.6327, -16.9303], [-3.3461, -0.9416, 3.6147], [4.3398, -0.0104, -0.4779], [-0.9961, 1.9174, 3.4536], [3.2698, 1.9982, -5.0072], [-2.5779, -3.7289, 2.8679], [0.4044, 1.8342, -2.8021], [0.2906, -0.3468, -2.7930], [-0.5168, -0.5414, 1.8405], [3.6866, 4.7030, -15.5603], [-12.1059, -3.4757, 9.1397], [0.6873, -1.0539, -0.2793], [1.3172, 2.3475, -0.1733], [7.6954, 0.6817, 5.8625], [0.5446, 1.2345, -3.0361], [-1.3293, -1.0152, 4.0702], [-1.1651, 0.4946, 0.1594], [-0.9956, 2.0722, -3.4679], [6.3141, -2.2131, 1.8651], [-7.9517, -6.4446, -4.0619], [7.0960, 7.1526, 4.8139], [0.5105, 6.2364, -2.9839], [-2.5124, -7.2340, -8.2455], [-0.3456, 4.3345, -0.9644], [5.0336, 5.8503, 2.6115], [-0.6069, -1.9795, 1.5285], [1.6438, 1.3436, 7.2985], [-1.1898, -2.4574, 2.4699], [-4.4150, -6.8909, -3.3458], [-1.7561, 0.3018, 0.1731], [-1.0406, 1.7624, 0.2389], [-1.3161, 0.0440, 2.1578], [11.9458, 2.9251, 4.7300], [1.6358, 2.2335, 1.0456], [0.1746, -0.6092, -0.4491], [-0.7273, -1.3516, 0.0696], [-0.0579, -0.7151, -0.5764], [-16.2900, -1.7030, -5.4411], [2.6897, -2.2281, 0.2682], [0.9494, 0.2477, 3.1776], [1.5012, 1.4815, -0.8249], [-1.6237, -1.5508, -2.4814], [-1.1657, -0.1417, -1.1653], [-8.5527, 13.3775, -2.3546], [1.2640, 1.0347, -0.1372], [-0.9361, -0.7660, 1.9114], [-0.0461, -2.0653, 2.0152], [0.2750, 0.4035, 0.7536]], "mulliken_charge": [-0.7749, 0.3445, -0.3113, -0.9118, -1.1985, 1.5155, -0.8087, 0.1570, -1.0359, -0.3271, -1.2408, 0.7313, -0.3148, 0.9313, -0.9400, -0.2882, -0.3629, -0.0979, -0.1941, -0.8406, 0.4075, -0.0237, -0.0874, -0.6874, 0.1721, 0.6764, 0.3732, -0.2533, -0.9837, 0.2508, 0.1702, 0.5590, 0.1787, 1.1592, 0.2628, 0.2861, -0.4084, 0.4101, -1.1383, -0.8454, -0.1711, -0.5881, 0.1188, 0.2259, 0.5606, 0.4640, 0.7901, 0.6532, 0.0636, 0.5897, 0.5424, -1.3949, 0.3933, 0.3894, 0.1927, -1.0637, 0.2308, 0.1989, 0.3060, 0.0347, 0.3738, 1.3436, 0.3944, 0.2995, 0.2428, 0.2990]}


Entry 5:
{"formula": "C20H22Cl2N2O4", "method": "ωB97M-V with the def2-TZVPD basis set", "total_energy_ha": -2106.27694, "smiles": "CC(C)OC(=O)Nc1ccc(-c2ccc(NC(=O)OC(C)C)cc2Cl)c(Cl)c1", "homo_lumo_gap_ev": 8.924, "symbols": ["C", "C", "C", "H", "H", "H", "H", "O", "C", "O", "N", "C", "C", "C", "C", "C", "C", "H", "Cl", "C", "C", "C", "C", "C", "C", "Cl", "H", "N", "C", "O", "O", "C", "C", "H", "H", "H", "C", "H", "H", "H", "H", "H", "H", "H", "H", "H", "H", "H", "H", "H"], "xyz": [[9.256772, 0.961858, -0.965610], [8.143990, 1.204809, 0.043196], [8.553419, 0.817199, 1.459914], [9.411374, 1.406889, 1.769285], [7.732395, 1.005813, 2.147215], [8.813255, -0.238316, 1.498314], [7.833081, 2.257300, 0.029297], [7.019527, 0.410955, -0.373702], [5.801205, 0.837845, 0.010422], [5.591496, 1.833812, 0.651442], [4.870896, -0.044630, -0.461363], [3.486650, -0.014715, -0.313105], [2.822688, 0.989697, 0.386303], [1.447293, 0.950284, 0.499762], [0.695273, -0.074834, -0.064087], [1.372900, -1.060990, -0.776999], [2.748749, -1.039234, -0.902689], [3.245032, -1.817791, -1.462014], [0.486121, -2.320278, -1.562859], [-0.772178, -0.103614, 0.087279], [-1.565608, 0.879452, -0.494299], [-2.941454, 0.864601, -0.380503], [-3.564256, -0.153053, 0.337573], [-2.784511, -1.135709, 0.944726], [-1.409027, -1.103676, 0.818183], [-0.471482, -2.311510, 1.625782], [-3.248412, -1.923790, 1.518349], [-4.945594, -0.237336, 0.489105], [-5.915498, 0.594770, 0.000640], [-5.737466, 1.581708, -0.663070], [-7.106987, 0.108484, 0.400085], [-8.316966, 0.792405, 0.023426], [-8.507798, 0.798936, -1.489321], [-9.492111, 1.191675, -1.727735], [-8.426589, -0.211942, -1.882814], [-7.752526, 1.422836, -1.959014], [-8.373302, 2.196880, 0.614330], [-9.354293, 2.626348, 0.432225], [-8.197780, 2.160666, 1.687264], [-7.617911, 2.827224, 0.153542], [-9.087260, 0.165613, 0.489219], [-5.289056, -1.020540, 1.028325], [-3.538375, 1.630771, -0.844758], [-1.084505, 1.664259, -1.058156], [0.934048, 1.724823, 1.049271], [3.387981, 1.787991, 0.836025], [5.249025, -0.821704, -0.986062], [8.923061, 1.223536, -1.966206], [9.541895, -0.086969, -0.956578], [10.121059, 1.567902, -0.711148]], "forces_ev_per_angstrom": [[-0.4584, 0.0054, 0.1424], [0.4064, 0.3688, 0.2384], [-0.3111, 0.0742, -0.3091], [0.1079, 0.0561, 0.0584], [-0.0159, 0.0155, 0.0896], [0.0665, -0.1036, 0.0057], [0.0657, -0.2267, -0.0255], [0.0258, -0.1846, -0.1469], [0.0440, -0.1675, -0.1321], [-0.0671, 0.2456, 0.1794], [0.3219, -0.4104, -0.2779], [-0.4215, 0.1621, 0.1397], [0.1694, 0.1288, 0.0385], [-0.0241, -0.2758, -0.1617], [0.0138, -0.0255, -0.0396], [0.1590, 0.2716, 0.0812], [0.0297, 0.0565, 0.0550], [0.0385, -0.0945, -0.0749], [0.0524, -0.1344, -0.2009], [-0.0121, -0.0236, 0.0396], [0.0375, -0.2725, 0.1671], [-0.1723, 0.1259, -0.0442], [0.4035, 0.1826, -0.1439], [-0.0295, 0.0513, -0.0557], [-0.1710, 0.2631, -0.0842], [-0.0470, -0.1325, 0.2031], [-0.0344, -0.0940, 0.0766], [-0.2808, -0.4335, 0.3032], [-0.0313, -0.2961, 0.2098], [0.0342, 0.2636, -0.1821], [0.1579, -0.1562, 0.0913], [-0.3628, 0.3969, -0.2405], [0.1661, -0.1133, 0.2630], [-0.1284, 0.0168, -0.0284], [-0.0382, -0.0764, -0.0692], [-0.0245, 0.0320, -0.0545], [0.1489, -0.2955, -0.0121], [-0.1266, 0.0400, 0.0072], [-0.0274, 0.0361, 0.1006], [-0.0218, 0.0638, -0.0057], [0.1563, 0.1374, -0.1013], [0.0131, 0.1789, -0.1206], [-0.0109, 0.0234, -0.0176], [0.0376, 0.0772, -0.0739], [-0.0410, 0.0766, 0.0726], [0.0124, 0.0264, 0.0182], [-0.0184, 0.1742, 0.1139], [0.0170, 0.0314, -0.1046], [0.0873, -0.1167, -0.0126], [0.1035, 0.0511, 0.0253]], "mulliken_charge": [-1.3927, 0.5513, -1.3595, 0.3836, 0.3512, 0.3265, 0.3342, -0.4741, 0.6269, -0.6348, -0.0427, 0.9226, -0.7878, -0.7545, -0.2272, 0.4229, -0.7126, 0.4197, -0.1955, -0.2297, -0.7924, -0.8053, 0.9986, -0.6987, 0.3899, -0.1954, 0.4216, -0.0755, 0.6895, -0.6209, -0.5006, 0.5021, -1.3387, 0.4538, 0.3355, 0.2807, -1.3376, 0.4546, 0.3349, 0.2797, 0.3018, 0.1720, 0.5101, 0.4606, 0.4630, 0.5140, 0.1841, 0.3502, 0.3314, 0.4091]}